(A)
One molecule with the formula C9H6O2, computed with ωB97M-V with the def2-TZVPD basis set.

Values from the calculation:
- M (u) = 146.145

Positions of all 17 atoms, in Å:
O (3.131, -0.542, 0.004)
C (1.925, -0.460, 0.017)
C (0.960, -1.619, 0.072)
C (-0.405, -0.882, 0.014)
C (-1.680, -1.431, -0.091)
C (-2.754, -0.542, -0.081)
C (-2.603, 0.853, 0.084)
C (-1.339, 1.368, 0.009)
C (-0.235, 0.504, -0.021)
C (1.170, 0.907, 0.012)
O (1.599, 2.019, -0.059)
H (1.086, -2.236, 0.934)
H (1.046, -2.281, -0.806)
H (-1.863, -2.488, -0.086)
H (-3.763, -1.000, 0.060)
H (-3.454, 1.528, 0.316)
H (-1.126, 2.475, -0.065)



(B)
One molecule with the formula C9H6O2, computed with ωB97M-V with the def2-TZVPD basis set.

Values from the calculation:
- M (u) = 146.145

Positions of all 17 atoms, in Å:
O (-1.590, -1.634, -2.189)
C (-0.946, -2.219, -1.245)
C (-0.126, -1.515, -0.362)
C (0.928, -1.688, 0.543)
C (1.216, -0.565, 1.194)
C (0.498, 0.341, 0.709)
C (0.439, 1.754, 1.086)
C (-0.203, 2.555, 0.286)
O (-0.921, 2.164, -0.737)
C (-0.712, 0.824, -1.238)
C (-0.208, -0.026, -0.412)
H (-0.852, -3.372, -0.893)
H (1.344, -2.755, 0.899)
H (1.991, -0.403, 1.987)
H (0.598, 2.194, 2.294)
H (-0.017, 3.735, 0.200)
H (-1.440, 0.610, -2.123)



Energies relative to the most stable structure, in eV: (A) 0.000; (B) 5.060.



(A)
A 2-piece molecular cluster, C3H9NO2S overall, computed with ωB97M-V with the def2-TZVPD basis set.

Values from the calculation:
- M (u) = 123.177
- net charge = -2

Positions of all 16 atoms, in Å:
C (0.408, 0.088, 0.340)
O (-0.005, 0.231, 1.692)
C (-0.813, -0.292, -0.528)
C (-0.427, -1.354, -1.585)
S (0.462, -0.665, -3.021)
N (-1.488, 0.821, -1.155)
H (1.237, -0.616, 0.263)
H (0.798, 1.032, -0.080)
H (-1.406, -0.842, 0.191)
H (0.254, -1.998, -1.055)
H (-1.351, -1.906, -1.783)
H (-0.810, 1.172, -1.828)
H (-1.700, 1.543, -0.472)
H (0.725, 0.147, 2.318)
H (1.909, 1.140, 2.930)
O (2.207, 1.499, 3.774)



(B)
A 2-piece molecular cluster, C3H9NO2S overall, computed with ωB97M-V with the def2-TZVPD basis set.

Values from the calculation:
- M (u) = 123.177
- net charge = -2

Positions of all 16 atoms, in Å:
C (-0.470, -0.275, -0.194)
O (-1.555, 0.706, -0.345)
C (0.928, 0.446, -0.097)
C (2.063, -0.270, -0.827)
S (2.525, -2.091, -0.397)
N (1.077, 0.549, 1.378)
H (-0.405, -1.033, -1.080)
H (-0.850, -1.080, 0.552)
H (0.947, 1.450, -0.485)
H (2.231, -0.058, -1.920)
H (2.861, 0.188, -0.365)
H (1.334, -0.473, 1.601)
H (0.199, 0.646, 2.003)
H (-2.610, 0.656, 0.109)
H (-4.266, -0.037, 0.355)
O (-4.008, 0.675, -0.287)



Energies relative to the most stable structure, in eV: (A) 0.000; (B) 1.485.



(A)
One molecule with the formula C14H17ClN4, computed with ωB97M-V with the def2-TZVPD basis set.

Values from the calculation:
- M (u) = 276.771

Positions of all 36 atoms, in Å:
Cl (2.787, -3.992, 3.683)
C (2.590, -2.363, 3.160)
N (1.686, -2.155, 2.189)
C (1.514, -0.918, 1.812)
N (0.543, -0.750, 0.876)
C (-0.188, -1.841, 0.212)
C (-1.569, -1.307, -0.177)
C (-1.672, -0.439, -1.403)
C (-2.682, -0.744, -2.297)
C (-3.071, 0.155, -3.460)
C (-2.549, 1.569, -3.295)
C (-1.080, 1.567, -2.945)
C (-0.857, 0.810, -1.613)
C (2.161, 0.157, 2.365)
N (2.172, 1.504, 2.175)
C (3.020, 2.095, 3.097)
C (3.575, 1.103, 3.819)
C (3.040, -0.171, 3.391)
N (3.287, -1.399, 3.797)
H (0.316, 0.209, 0.620)
H (-0.318, -2.697, 0.893)
H (0.339, -2.138, -0.723)
H (-1.954, -0.727, 0.656)
H (-2.235, -2.167, -0.296)
H (-3.328, -1.583, -2.153)
H (-4.145, 0.240, -3.520)
H (-2.639, -0.273, -4.354)
H (-3.116, 2.095, -2.531)
H (-2.678, 2.104, -4.233)
H (-0.544, 1.058, -3.786)
H (-0.685, 2.580, -2.904)
H (0.204, 0.630, -1.551)
H (-1.120, 1.474, -0.788)
H (1.699, 1.995, 1.424)
H (3.218, 3.143, 3.222)
H (4.281, 1.176, 4.638)



(B)
One molecule with the formula C14H17ClN4, computed with ωB97M-V with the def2-TZVPD basis set.

Values from the calculation:
- M (u) = 276.771

Positions of all 36 atoms, in Å:
C (0.384, 5.376, -0.582)
C (-0.082, 4.067, -0.090)
C (-1.189, 3.961, 0.779)
C (-1.708, 2.742, 1.198)
C (-2.971, 2.714, 2.089)
C (-1.054, 1.562, 0.787)
C (0.126, 1.651, 0.036)
C (0.588, 2.893, -0.445)
C (0.905, 0.435, -0.273)
Cl (2.616, 0.631, -0.788)
C (0.335, -0.824, -0.177)
C (1.033, -2.120, -0.333)
N (2.257, -2.278, 0.082)
N (2.886, -3.498, 0.011)
C (3.992, -3.550, 0.696)
N (4.746, -4.659, 0.784)
N (4.549, -2.564, 1.410)
C (-1.153, -0.859, 0.201)
C (-1.493, 0.199, 1.216)
H (0.868, 5.226, -1.533)
H (1.087, 5.768, 0.154)
H (-0.426, 6.083, -0.746)
H (-1.671, 4.890, 1.126)
H (-3.213, 3.712, 2.488)
H (-3.831, 2.393, 1.496)
H (-2.864, 2.030, 2.973)
H (1.482, 2.899, -1.045)
H (0.461, -3.004, -0.665)
H (5.692, -4.393, 1.004)
H (4.571, -5.273, -0.013)
H (3.816, -1.865, 1.522)
H (4.948, -2.912, 2.262)
H (-1.703, -0.709, -0.722)
H (-1.380, -1.861, 0.569)
H (-0.998, -0.013, 2.172)
H (-2.555, 0.203, 1.410)



Energies relative to the most stable structure, in eV: (A) 0.000; (B) 0.567.



(A)
A 21-piece molecular cluster, H41O21 overall, computed with ωB97M-V with the def2-TZVPD basis set.

Values from the calculation:
- M (u) = 377.307
- net charge = -1

Positions of all 62 atoms, in Å:
O (-2.973, 2.499, -0.922)
H (0.076, 4.448, -0.520)
H (-2.195, 2.109, -0.663)
O (0.162, 4.042, 0.377)
H (2.067, 1.763, 3.118)
H (-2.015, 1.597, 3.680)
O (4.197, -1.710, -2.942)
H (0.212, 1.052, 1.316)
H (2.358, -1.888, 3.861)
O (-0.586, 1.840, 1.418)
H (1.032, -2.279, 3.106)
H (0.655, 1.145, -0.417)
O (0.217, 1.301, -1.299)
H (-0.352, 0.598, -1.339)
H (1.429, -2.360, -0.969)
O (-0.734, -4.239, -0.635)
H (1.525, 0.027, 1.756)
H (-0.893, -5.188, -0.704)
O (1.158, 0.109, 0.809)
H (-4.651, -2.149, 1.834)
H (-1.392, -3.744, 2.888)
O (2.614, 1.219, -2.682)
H (-0.392, 2.754, 1.671)
H (-1.649, -3.928, -0.656)
O (-3.149, -3.067, -1.623)
H (2.400, 1.817, -1.963)
H (0.348, 3.120, 0.428)
O (0.909, -1.476, -1.194)
H (3.655, -1.999, -2.191)
H (-2.542, 1.841, 2.342)
O (-1.919, -0.664, 0.037)
H (1.770, -1.881, -3.987)
H (-1.252, -0.465, 0.728)
O (1.386, 4.714, -1.894)
H (3.732, -1.069, -3.346)
H (1.680, 5.316, -1.187)
O (1.535, -2.481, 3.881)
H (-3.784, -2.681, -1.061)
H (-2.419, -2.482, -1.902)
O (3.157, 1.425, 1.333)
H (2.443, 1.027, 0.915)
H (3.874, 1.387, 0.737)
O (-4.813, -1.621, 0.998)
H (-0.312, 3.400, -3.346)
H (1.495, 3.876, -1.727)
O (1.526, -1.110, -4.464)
H (1.233, -0.699, -0.595)
O (-2.914, 1.655, 3.240)
H (-3.016, 2.412, -1.868)
H (1.411, -0.468, -3.854)
O (-1.589, -3.650, 3.792)
H (-0.358, -2.455, 0.557)
H (-1.560, -2.684, 3.940)
O (-0.419, -3.001, 1.390)
H (-0.346, 1.998, -3.550)
H (0.297, -3.717, 1.395)
O (-0.866, 2.755, -3.663)
H (1.810, 0.784, -2.838)
H (-4.076, -1.434, 0.447)
O (2.128, 1.115, 4.003)
H (1.235, 1.363, 4.140)
H (-2.561, 0.080, -0.134)



(B)
A 21-piece molecular cluster, H41O21 overall, computed with ωB97M-V with the def2-TZVPD basis set.

Values from the calculation:
- M (u) = 377.307
- net charge = -1

Positions of all 62 atoms, in Å:
O (0.882, 2.430, -1.366)
H (0.558, 1.443, -1.591)
H (1.773, 2.728, -1.195)
O (-1.347, 0.046, 1.678)
H (-3.631, -1.319, -3.136)
H (1.408, -1.996, 0.257)
O (-0.825, 3.098, 1.275)
H (-0.519, 0.756, -3.117)
H (-0.801, 3.332, 2.191)
O (0.169, 1.267, -3.414)
H (-0.258, -3.871, -0.654)
H (-2.153, -4.439, 0.224)
O (-2.349, -3.891, 1.052)
H (-2.086, -4.363, 1.865)
H (2.960, -0.202, -3.506)
O (-2.761, 1.712, 3.509)
H (0.448, -1.531, 5.352)
H (-3.177, 1.279, 2.664)
O (0.189, -0.589, 5.427)
H (-0.446, 0.002, 1.863)
H (0.324, -2.149, 2.362)
O (-0.385, 2.122, 4.038)
H (-0.114, 2.145, -3.541)
H (-3.385, 2.579, 3.528)
O (1.536, 5.182, 1.464)
H (-0.840, 1.346, 4.044)
H (0.012, -4.328, 0.663)
O (3.543, -0.515, -2.777)
H (0.238, -0.410, 4.457)
H (2.701, -2.519, -0.232)
O (-0.896, -3.267, -3.949)
H (-0.392, -1.821, -1.375)
H (-0.897, -2.168, -3.989)
O (2.959, 1.370, 0.026)
H (-1.261, 2.189, 1.217)
H (1.972, 1.390, -0.312)
O (0.213, -4.525, -0.284)
H (1.611, 4.870, 2.214)
H (0.624, 4.931, 1.196)
O (5.068, 1.365, -1.303)
H (4.351, 1.294, -2.076)
H (5.064, 0.511, -1.053)
O (0.654, -0.927, 3.035)
H (-1.495, 3.107, -2.454)
H (3.466, 1.953, -0.469)
O (-0.052, -1.051, -1.509)
H (2.957, -1.292, -2.496)
O (2.071, -1.844, -0.482)
H (-1.624, -0.896, 1.840)
H (0.888, -1.012, -1.573)
O (-0.108, -2.904, 1.776)
H (-2.278, 0.492, -2.123)
H (-0.534, -3.555, 2.560)
O (-2.617, 0.933, -2.919)
H (-0.222, 3.719, -2.121)
H (-3.535, 0.765, -3.169)
O (-0.736, 3.587, -2.841)
H (0.293, 1.881, 4.667)
H (1.489, -1.071, 2.680)
O (-4.370, -1.666, -2.761)
H (-4.242, -2.208, -2.032)
H (-0.086, -3.492, -3.305)



Energies relative to the most stable structure, in eV: (A) 0.000; (B) 3.571.



(A)
C4H9N3O2S as an isolated structure, computed with ωB97M-V with the def2-TZVPD basis set.

Values from the calculation:
- M (u) = 163.202

Positions of all 19 atoms, in Å:
C (0.108, 0.070, 0.121)
C (1.965, -0.926, 0.785)
C (-2.015, -0.797, 0.635)
C (-1.860, 1.223, -0.724)
N (0.621, -0.968, 0.843)
N (1.003, 0.931, -0.407)
N (-1.171, 0.171, -0.009)
O (3.208, 1.200, 1.239)
O (2.259, -1.307, -1.263)
S (2.704, 0.486, -0.011)
H (2.549, -1.672, 1.351)
H (-2.667, -0.343, 1.394)
H (-2.778, -1.271, -0.082)
H (-1.472, -1.630, 1.000)
H (-2.232, 0.971, -1.711)
H (-2.927, 1.249, -0.237)
H (-1.480, 2.295, -0.613)
H (1.029, 1.808, -0.793)
H (3.155, -1.490, -1.518)



(B)
A 2-piece molecular cluster, C4H9N3O2S overall, computed with ωB97M-V with the def2-TZVPD basis set.

Values from the calculation:
- M (u) = 163.202

Positions of all 19 atoms, in Å:
C (-0.866, 1.076, 0.398)
C (0.717, 1.597, -1.061)
C (-1.534, 1.086, -2.067)
C (-0.419, 0.771, -0.993)
N (-0.360, 0.675, 1.472)
N (1.705, 2.191, -1.148)
N (1.915, -1.219, 1.386)
O (0.970, -3.486, 1.554)
O (-0.111, -2.035, -0.022)
S (0.353, -2.070, 1.323)
H (-1.759, 1.742, 0.433)
H (-1.476, 2.203, -2.279)
H (-1.351, 0.531, -3.078)
H (-2.453, 0.863, -1.627)
H (-0.421, -0.342, -0.917)
H (-0.843, 1.100, 2.282)
H (1.851, -3.421, 0.973)
H (1.976, -0.244, 0.990)
H (2.104, -1.016, 2.383)



Energies relative to the most stable structure, in eV: (A) 1.524; (B) 0.000.



(A)
An isolated ion of composition C2H4N3O and charge +1, computed with ωB97M-V with the def2-TZVPD basis set.

Values from the calculation:
- M (u) = 86.074
- net charge = +1

Positions of all 10 atoms, in Å:
N (0.275, -2.057, -2.136)
C (0.068, -1.294, -1.328)
C (-0.197, -0.054, -0.297)
N (-0.663, 1.068, -0.757)
N (0.428, -0.227, 0.801)
O (0.402, 0.599, 1.861)
H (-1.135, 1.116, -1.676)
H (-0.731, 1.811, -0.006)
H (0.851, -1.154, 0.879)
H (0.701, 0.192, 2.657)



(B)
A 2-piece molecular cluster, C2H4N3O overall, computed with ωB97M-V with the def2-TZVPD basis set.

Values from the calculation:
- M (u) = 86.074
- net charge = +1

Positions of all 10 atoms, in Å:
C (-0.481, 1.812, 0.895)
C (1.087, -1.001, -0.173)
N (0.470, 1.959, 0.251)
N (-1.230, -0.546, -0.745)
N (-0.184, -0.398, -0.343)
O (-2.318, -0.361, -1.029)
H (-1.417, 2.141, 1.254)
H (1.753, -0.314, 0.452)
H (0.959, -1.783, 0.551)
H (1.361, -1.510, -1.113)



Energies relative to the most stable structure, in eV: (A) 0.000; (B) 2.610.



(A)
A 2-piece molecular cluster, CH2N2OS overall, computed with ωB97M-V with the def2-TZVPD basis set.

Values from the calculation:
- M (u) = 90.107

Positions of all 7 atoms, in Å:
N (-2.911, 1.989, 0.415)
C (-3.124, 0.910, -0.035)
O (-3.408, -0.167, -0.292)
H (-2.211, 2.658, -0.012)
N (1.899, 1.585, -0.047)
S (0.535, 0.933, -0.198)
H (2.341, 1.869, -0.918)



(B)
A 2-piece molecular cluster, CH2N2OS overall, computed with ωB97M-V with the def2-TZVPD basis set.

Values from the calculation:
- M (u) = 90.107

Positions of all 7 atoms, in Å:
C (0.980, -1.328, -0.252)
N (1.812, -1.885, 0.253)
N (0.025, 1.593, 0.299)
O (-1.569, -1.005, -0.292)
S (-0.438, -0.440, -1.006)
H (-0.802, 1.740, -0.256)
H (-0.008, 1.325, 1.254)



Energies relative to the most stable structure, in eV: (A) 0.000; (B) 2.307.



(A)
One molecule with the formula C4H8NOP, computed with ωB97M-V with the def2-TZVPD basis set.

Values from the calculation:
- M (u) = 117.088

Positions of all 15 atoms, in Å:
N (1.780, 1.104, -0.915)
P (1.211, -0.135, 0.049)
O (2.399, -0.861, 0.835)
C (0.100, -0.973, -1.103)
C (-1.152, -0.957, -0.673)
C (-1.543, -0.177, 0.554)
C (-0.286, 0.371, 1.238)
H (0.956, 1.613, -1.298)
H (2.308, 1.611, -0.252)
H (0.443, -1.663, -1.881)
H (-1.981, -1.091, -1.361)
H (-2.068, 0.699, 0.103)
H (-2.012, -0.883, 1.201)
H (-0.318, 1.477, 1.389)
H (0.163, -0.135, 2.113)



(B)
One molecule with the formula C4H8NOP, computed with ωB97M-V with the def2-TZVPD basis set.

Values from the calculation:
- M (u) = 117.088

Positions of all 15 atoms, in Å:
N (-0.249, -1.347, 1.487)
P (0.656, -1.383, 0.104)
O (1.222, -2.739, -0.072)
C (1.734, 0.562, 0.258)
C (0.699, 1.337, 0.011)
C (-0.592, 0.828, -0.592)
C (-0.426, -0.669, -1.231)
H (-0.525, -0.430, 1.808)
H (-0.156, -2.083, 2.041)
H (2.631, 0.769, 0.854)
H (0.739, 2.482, 0.145)
H (-1.362, 0.781, 0.124)
H (-0.789, 1.622, -1.327)
H (-1.366, -1.072, -1.258)
H (0.099, -0.851, -2.226)



Energies relative to the most stable structure, in eV: (A) 0.000; (B) 0.671.